Run A
# C4H6NO2

An isolated ion of composition C4H6NO2 and charge +1 (the ωB97M-V functional and the def2-TZVPD basis, OMol25).

Element x y z (Å)
C  0.390  0.017  0.801
C  -0.769  0.203  1.663
C  0.154  -0.171  -0.648
C  1.113  -0.058  -1.732
N  -1.741  0.146  2.302
O  -2.557  -0.044  3.128
O  -1.046  -0.194  -1.121
H  1.146  0.760  1.270
H  -1.774  0.087  -0.519
H  1.049  -0.837  1.150
H  1.227  1.027  -2.061
H  0.689  -0.437  -2.678
H  2.119  -0.500  -1.555

The calculation puts the HOMO energy at -14.1 eV. Its LUMO energy is -6.3 eV. As for the total charge: +1.



Run B
# C4H6NO2

An isolated ion of composition C4H6NO2 and charge +1 (the ωB97M-V functional and the def2-TZVPD basis, OMol25).

Element x y z (Å)
C  -2.525  -0.336  0.021
C  -1.207  0.272  -0.129
O  -0.830  1.351  0.125
O  -0.137  -0.697  -0.350
N  1.050  -0.179  -0.351
C  2.227  -0.451  -0.606
C  2.320  0.602  0.409
H  -2.827  0.141  0.975
H  -2.379  -1.399  0.175
H  -3.440  -0.105  -0.517
H  2.820  -1.180  -1.260
H  2.652  0.238  1.352
H  2.275  1.742  0.156

The calculation puts the HOMO energy at -15.8 eV. Its LUMO energy is -4.9 eV. As for the total charge: +1. Its SMILES is CC(=O)O[N+]1=CC1.



Run C
# C4H6NO2

A 2-piece molecular cluster, C4H6NO2 overall (the ωB97M-V functional and the def2-TZVPD basis, OMol25).

Element x y z (Å)
C  2.396  -2.212  -0.050
C  0.924  1.070  -0.037
C  -1.967  0.279  -0.525
C  -0.051  0.680  0.836
N  2.122  -1.162  0.320
O  1.656  1.499  -0.754
O  -1.035  -0.223  0.424
H  2.748  -3.153  -0.371
H  -2.800  -0.467  -0.836
H  -1.594  0.433  -1.644
H  -2.368  1.235  -0.142
H  0.331  0.258  1.729
H  -0.361  1.763  1.051

The calculation puts the HOMO energy at -15.6 eV. Its LUMO energy is -5.6 eV. As for the total charge: +1.



Most stable structure - run C; separation to the second - 0.0410 hartree.



Run A
# CH10NO2

A 3-piece molecular cluster, CH10NO2 overall (the ωB97M-V functional and the def2-TZVPD basis, OMol25).

Element x y z (Å)
C  -0.958  0.228  -1.212
N  -1.245  0.559  0.228
H  0.108  0.120  -1.304
H  -1.481  -0.712  -1.361
H  -1.338  0.882  -1.985
H  -1.332  1.564  0.393
H  -0.517  0.173  0.838
H  -2.111  0.085  0.450
H  0.683  -2.716  -0.230
H  1.375  -1.730  0.636
O  0.898  -1.772  -0.207
H  2.368  1.016  1.927
H  1.954  1.289  0.487
O  1.598  1.013  1.340

The calculation puts the HOMO energy at -15.7 eV. Its LUMO energy is -3.5 eV. As for the total charge: +1.



Run B
# CH10NO2

A 3-piece molecular cluster, CH10NO2 overall (the ωB97M-V functional and the def2-TZVPD basis, OMol25).

Element x y z (Å)
C  0.411  -1.784  0.081
N  -0.125  -0.437  -0.318
H  -0.170  -2.135  0.933
H  0.413  -2.461  -0.780
H  1.457  -1.659  0.360
H  0.267  0.271  0.325
H  -1.129  -0.365  -0.191
H  0.060  -0.083  -1.255
H  2.086  1.974  0.642
H  2.253  0.988  1.799
O  1.849  1.082  0.929
H  -2.646  1.362  -1.579
H  -2.664  1.636  -0.094
O  -2.061  1.611  -0.851

The calculation puts the HOMO energy at -16.1 eV. Its LUMO energy is -3.3 eV. As for the total charge: +1.



Most stable structure - run B; separation to the second - 0.0137 hartree.



Run A
# C4H11NO2

A 2-piece molecular cluster, C4H11NO2 overall (the ωB97M-V functional and the def2-TZVPD basis, OMol25).

Element x y z (Å)
C  0.414  -2.244  -0.937
C  0.998  -0.952  -0.277
N  0.256  -0.332  0.764
C  0.675  0.917  1.289
C  -1.005  -0.882  1.180
O  1.985  -0.427  -0.715
H  0.424  -3.080  -0.255
H  1.188  -2.412  -1.689
H  -0.488  -1.934  -1.477
H  1.099  0.901  2.304
H  1.395  1.265  0.553
H  -0.162  1.584  1.471
H  -1.857  -0.253  0.871
H  -1.031  -1.060  2.260
H  -1.253  -1.818  0.710
H  -1.558  3.722  -1.786
H  -0.261  3.213  -1.859
O  -0.819  3.790  -2.407

The calculation puts the HOMO energy (spin up / spin down) at -14.3 / -14.3 eV. Its LUMO energy (spin up / spin down) is -3.5 / -8.8 eV. As for the total charge: +1. Its multiplicity is 2. Its expectation value of S² is 0.77.



Run B
# C4H11NO2

A 2-piece molecular cluster, C4H11NO2 overall (the ωB97M-V functional and the def2-TZVPD basis, OMol25).

Element x y z (Å)
C  2.546  1.354  0.908
N  1.091  1.483  0.807
C  0.288  0.354  0.477
C  -1.167  0.577  0.120
C  -1.935  -0.702  0.361
O  -1.406  -1.761  0.192
H  2.991  2.330  0.708
H  2.838  1.012  1.892
H  2.883  0.647  0.151
H  0.873  2.298  0.228
H  0.777  -0.053  -0.437
H  0.361  -0.449  1.217
H  -1.237  0.689  -0.964
H  -1.648  1.442  0.579
H  -2.967  -0.632  0.746
H  -0.010  -2.116  -2.029
H  -0.675  -0.902  -2.592
O  0.143  -1.173  -2.160

The calculation puts the HOMO energy (spin up / spin down) at -13.9 / -13.9 eV. Its LUMO energy (spin up / spin down) is -3.2 / -7.9 eV. As for the total charge: +1. Its multiplicity is 2. Its expectation value of S² is 0.75.



Most stable structure - run B; separation to the second - 0.0052 hartree.



Run A
# C4H11INO

C4H11INO as an isolated structure (the ωB97M-V functional and the def2-TZVPD basis, OMol25).

Element x y z (Å)
C  -2.883  1.123  0.005
C  3.946  -1.580  -0.125
C  -1.929  -0.045  0.301
C  0.491  -0.564  -0.001
N  -0.485  0.466  0.587
O  0.555  -1.591  0.780
I  3.019  0.285  0.427
H  -2.747  1.617  -0.967
H  -3.859  0.571  0.140
H  -2.695  1.841  0.804
H  4.684  -1.884  0.650
H  4.373  -1.335  -1.126
H  3.138  -2.309  -0.253
H  -1.779  -0.847  -0.468
H  -2.300  -0.657  1.107
H  -0.270  0.646  1.581
H  -0.370  1.444  0.083
H  -0.156  -1.643  1.409

The calculation puts the HOMO energy at -12.2 eV. Its LUMO energy is -3.9 eV. As for the total charge: +1.



Run B
# C4H11INO

A 2-piece molecular cluster, C4H11INO overall (the ωB97M-V functional and the def2-TZVPD basis, OMol25).

Element x y z (Å)
C  0.183  2.956  0.866
C  -0.971  -2.064  -0.457
C  0.688  -0.326  -0.701
C  -0.708  1.799  1.042
N  0.376  -1.594  -0.086
O  -1.729  1.786  0.180
I  -1.073  0.602  2.635
H  0.280  3.324  -0.159
H  1.209  2.861  1.161
H  -0.246  3.772  1.452
H  -1.270  -1.672  -1.341
H  -0.972  -3.084  -0.412
H  -1.700  -1.709  0.188
H  0.433  -0.340  -1.741
H  1.760  0.043  -0.556
H  0.411  -1.588  0.891
H  1.105  -2.187  -0.450
H  -1.658  2.319  -0.687

The calculation puts the HOMO energy (spin up / spin down) at -10.5 / -12.4 eV. Its LUMO energy (spin up / spin down) is -4.8 / -3.7 eV. As for the total charge: +1.



Most stable structure - run A; separation to the second - 0.0264 hartree.



Run A
# C3H7NO3S

One molecule with the formula C3H7NO3S (the ωB97M-V functional and the def2-TZVPD basis, OMol25).

Element x y z (Å)
N  1.064  -0.484  -0.269
C  -0.032  0.261  0.072
S  -0.038  1.862  -0.930
C  -1.232  -0.582  -0.319
O  -2.416  0.083  -0.378
C  -0.106  0.981  1.436
O  -0.970  1.629  1.927
O  1.111  0.855  2.141
H  2.005  -0.056  -0.108
H  0.903  -0.812  -1.182
H  -1.153  2.296  -0.411
H  -1.169  -1.450  0.291
H  -0.896  -0.963  -1.331
H  -2.863  0.174  0.428
H  1.886  0.483  1.711

The calculation puts the HOMO energy at -9.3 eV. Its LUMO energy is 0.4 eV. Its SMILES is N[C@@](S)(CO)C(=O)O.



Run B
# C3H7NO3S

A 2-piece molecular cluster, C3H7NO3S overall (the ωB97M-V functional and the def2-TZVPD basis, OMol25).

Element x y z (Å)
C  1.455  0.484  0.887
C  0.355  1.492  0.955
C  -0.761  1.633  1.628
N  -0.369  -1.183  -1.828
O  1.665  3.592  -0.265
O  0.470  1.988  -1.671
O  2.261  1.113  -0.102
S  1.144  2.283  -0.448
H  2.018  0.358  1.816
H  1.100  -0.489  0.525
H  -0.403  -0.168  -1.935
H  -1.042  0.922  2.394
H  -1.430  2.455  1.447
H  0.555  -1.461  -2.143
H  -1.030  -1.573  -2.487

The calculation puts the HOMO energy at -10.2 eV. Its LUMO energy is 0.4 eV.



Most stable structure - run A; separation to the second - 0.0371 hartree.



Run A
# C6H7NOS

One molecule with the formula C6H7NOS (the ωB97M-V functional and the def2-TZVPD basis, OMol25).

Element x y z (Å)
C  1.835  2.441  0.591
C  1.145  1.431  0.089
S  0.421  1.251  -1.613
C  -0.598  -0.033  -1.098
C  -1.539  -0.870  -2.265
N  -0.094  -0.612  0.139
C  -0.644  -1.654  0.914
C  0.751  0.216  0.833
O  1.039  -0.053  1.992
H  1.837  3.290  -0.080
H  2.034  2.266  1.630
H  -2.092  -0.105  -2.840
H  -2.003  -1.757  -1.805
H  0.171  -2.401  1.024
H  -0.702  -1.276  1.911
H  -1.562  -2.133  0.577

The calculation puts the HOMO energy (spin up / spin down) at -7.9 / -7.9 eV. Its LUMO energy (spin up / spin down) is -0.5 / -0.5 eV. Its SMILES is C=c1sc(=C)n(C)c1=O.



Run B
# C6H7NOS

One molecule with the formula C6H7NOS (the ωB97M-V functional and the def2-TZVPD basis, OMol25).

Element x y z (Å)
C  1.233  0.873  -2.013
C  2.166  1.599  -1.328
C  0.773  0.095  -0.008
C  -0.912  -1.678  0.702
C  -2.068  0.129  1.168
C  0.118  -0.583  1.015
N  0.471  0.053  -1.280
O  -2.118  -1.225  1.300
S  2.102  1.233  0.348
H  1.077  0.921  -3.076
H  2.862  2.318  -1.709
H  -1.016  -1.769  -0.385
H  -0.662  -2.648  1.141
H  -2.588  0.678  1.937
H  -1.972  0.554  0.180
H  0.535  -0.552  2.007

The calculation puts the HOMO energy (spin up / spin down) at -7.5 / -7.6 eV. Its LUMO energy (spin up / spin down) is 0.3 / -0.7 eV.



Most stable structure - run B; separation to the second - 0.0081 hartree.



Run A
# C6H7NOS

A 2-piece molecular cluster, C6H7NOS overall (the ωB97M-V functional and the def2-TZVPD basis, OMol25).

Element x y z (Å)
C  2.393  0.973  0.277
C  1.407  -1.059  -0.153
C  -2.338  -0.619  -0.479
C  -1.860  -0.339  0.944
C  -1.094  0.114  -0.198
C  2.318  0.007  -0.751
N  2.416  1.689  1.177
O  1.564  -1.923  0.649
S  -0.846  1.745  -0.700
H  -2.213  -1.667  -0.742
H  -3.047  -0.038  -0.873
H  -2.358  0.246  1.659
H  -1.284  -1.176  1.452
H  3.237  -0.399  -1.140
H  1.882  0.627  -1.520
H  -0.178  1.819  0.398

The calculation puts the HOMO energy (spin up / spin down) at -8.1 / -7.7 eV. Its LUMO energy (spin up / spin down) is -0.2 / -0.1 eV.



Run B
# C6H7NOS

One molecule with the formula C6H7NOS (the ωB97M-V functional and the def2-TZVPD basis, OMol25).

Element x y z (Å)
C  1.111  -1.381  0.997
C  1.742  -0.305  0.366
C  -0.242  -1.472  1.127
C  0.978  0.652  -0.266
C  -1.181  -0.540  0.385
C  -0.397  0.651  -0.065
N  -0.430  2.870  -1.388
O  -1.551  -1.304  -0.884
S  -1.402  1.935  -0.540
H  1.933  -2.060  1.258
H  2.782  -0.267  0.484
H  -0.687  -2.374  1.453
H  1.257  1.549  -0.644
H  -2.205  -0.470  0.760
H  -1.017  3.742  -1.705
H  -0.691  -1.225  -1.338

The calculation puts the HOMO energy (spin up / spin down) at -8.1 / -7.8 eV. Its LUMO energy (spin up / spin down) is -1.1 / -0.8 eV.



Most stable structure - run B; separation to the second - 0.0733 hartree.



Run A
# C2H4N4OS

One molecule with the formula C2H4N4OS (the ωB97M-V functional and the def2-TZVPD basis, OMol25).

Element x y z (Å)
H  -1.393  2.916  0.116
N  -1.674  1.909  0.003
C  -0.747  1.037  -0.236
N  0.562  1.047  -0.327
C  0.985  -0.185  -0.273
N  2.343  -0.677  0.013
O  0.110  -1.103  -0.311
N  -1.002  -0.382  0.055
S  -2.562  -1.018  -0.230
H  3.221  -0.066  0.005
H  2.632  -1.740  0.193
H  -2.475  -1.738  0.991

The calculation puts the HOMO energy at -8.7 eV. Its LUMO energy is 0.5 eV. Its SMILES is [H]/N=c1\nc(N)on1S.



Run B
# C2H4N4OS

One molecule with the formula C2H4N4OS (the ωB97M-V functional and the def2-TZVPD basis, OMol25).

Element x y z (Å)
N  1.919  -0.524  0.037
N  0.596  0.209  -0.124
C  0.360  1.519  0.004
N  -0.993  1.845  -0.064
C  -1.669  0.514  -0.227
S  -3.183  -0.169  0.000
N  -0.699  -0.363  -0.314
O  -0.566  -1.688  -0.181
H  2.029  -1.076  0.987
H  2.174  -0.905  -0.940
H  1.182  2.350  -0.010
H  -1.151  -1.712  0.832

The calculation puts the HOMO energy at -8.3 eV. Its LUMO energy is 0.0 eV. Its SMILES is Nn1cnc(=S)n1O.



Run C
# C2H4N4OS

One molecule with the formula C2H4N4OS (the ωB97M-V functional and the def2-TZVPD basis, OMol25).

Element x y z (Å)
N  -0.933  -0.936  1.262
N  -0.896  -0.399  -0.003
O  -2.094  0.402  -0.249
N  -1.726  1.613  -0.757
C  -0.452  1.679  -0.810
C  0.187  0.461  -0.310
N  1.443  0.257  -0.254
S  2.169  -1.165  0.257
H  -1.164  -0.230  1.972
H  -1.649  -1.677  1.285
H  0.076  2.579  -1.161
H  1.171  -1.832  0.771

The calculation puts the HOMO energy at -8.5 eV. Its LUMO energy is 0.2 eV. Its SMILES is Nn1onc/c1=N/S.



Most stable structure - run A; separation to the second - 0.0325 hartree.